Below is a gas-phase ion, C8H16N2 (charge +2) at a distorted geometry, with properties calculated with ωB97M-V/def2-TZVPD.

Structure (ORCA input):
```
! wB97M-V def2-TZVPD RIJCOSX def2/J DEFGRID3
* xyz 2 1
C -2.48059 0.37858 -1.22787
C -1.48904 0.59524 -0.01696
C -2.16705 -0.17466 1.09544
C -0.17831 -0.05804 -0.29907
N 0.95038 0.57088 0.01389
C 1.05736 1.90219 0.61039
C 2.04236 -0.28578 0.02252
N 3.18494 -0.04235 0.61254
C 1.67220 -1.63515 -0.44262
C 0.11292 -1.50185 -0.80578
H -2.31317 -0.50476 -1.76499
H -2.40005 1.15342 -2.02020
H -3.45418 0.46830 -0.83498
H -1.49383 1.64400 0.03516
H -1.55135 -0.49082 1.89846
H -2.68181 -1.06659 0.79173
H -2.93367 0.41373 1.56977
H 1.83582 2.34837 0.08681
H 1.31976 1.80223 1.69829
H 0.17853 2.49546 0.52885
H 3.93653 -0.68548 0.61464
H 3.39497 0.93265 1.09009
H 2.25117 -2.04946 -1.27650
H 1.74730 -2.32680 0.33230
H -0.10909 -1.57708 -1.87578
H -0.43211 -2.30623 -0.43612
*
```

The calculation puts the total energy at -423.26674 Eh. The largest force on an atom comes out at 4.6 eV/A. The energy above the lowest of the compared OMol25 structures with the same formula, charge and spin comes out at 0.0 kJ/mol. Its gap between HOMO and LUMO is 9.530 eV. As for the SMILES: CC(C)C1=[N+](C)C(=[NH2+])CC1. The HOMO energy is -19.26 eV.